30
Properties=species:S:1:pos:R:3 method="wB97M-V/def2-TZVPD" spin_multiplicity=1 homo_ev=-9.83 lumo_ha=0.01941
C 1.22 1.35 -0.05
C 0.22 1.49 -1.16
C 0.77 -0.91 -0.85
C 1.07 -0.11 0.44
C -0.46 0.00 -1.32
C -0.31 -0.23 1.13
C -1.32 -0.20 -0.07
C -1.20 -0.12 -2.62
C -0.59 0.98 2.11
C -0.24 -1.44 2.06
N -2.24 -1.81 -0.18
O -1.76 -2.69 -0.83
O -3.17 -1.94 0.60
Br -2.84 0.96 -0.02
H 2.33 1.40 -0.42
H 1.05 2.15 0.82
H -0.49 2.20 -0.90
H 0.66 1.77 -2.06
H 1.54 -0.78 -1.73
H 0.38 -1.92 -0.81
H 1.82 -0.50 1.04
H -1.16 -1.09 -3.11
H -0.97 0.72 -3.25
H -2.26 0.04 -2.45
H -1.14 0.60 2.86
H -0.95 2.01 1.73
H 0.27 1.35 2.54
H -1.09 -1.33 2.63
H 0.70 -1.30 2.61
H -0.31 -2.36 1.60